94
Properties=species:S:1:pos:R:3:forces:R:3 method="wB97M-V/def2-TZVPD" e_tot_ha=-5496.722224 relative_energy_ev=0.700 spin_multiplicity=1 homo_lumo_gap_ha=0.25297 charge=+1 homo_ev=-9.118 largest_force_ev_per_a=1.15
Ba 1.044 -0.316 -0.075 0.396 0.787 0.733
C 0.557 1.677 -3.263 -0.029 0.043 -0.040
O 0.586 0.345 -2.760 0.042 0.005 0.129
C -0.478 -0.458 -3.272 -0.103 -0.203 0.021
C -0.190 -1.896 -2.894 0.014 0.326 -0.318
O -0.252 -2.026 -1.470 -0.417 -0.419 -0.374
C -1.227 -2.923 -0.944 -0.323 0.059 0.066
C -2.642 -2.665 -1.439 0.153 0.079 -0.122
O -2.944 -1.291 -1.388 0.027 -0.011 0.009
C -4.142 -1.005 -2.095 -0.030 0.039 -0.013
H 0.713 1.681 -4.344 0.019 -0.025 0.011
H 1.363 2.231 -2.785 0.005 -0.014 -0.004
H -0.400 2.155 -3.041 0.021 -0.004 0.012
H -0.536 -0.358 -4.361 0.085 -0.015 -0.001
H -1.425 -0.140 -2.826 -0.003 0.058 -0.082
H 0.820 -2.150 -3.213 -0.037 -0.118 0.021
H -0.887 -2.566 -3.395 -0.042 -0.021 0.082
H -1.184 -2.782 0.139 -0.008 -0.099 0.000
H -0.969 -3.958 -1.188 0.114 0.005 0.105
H -3.335 -3.247 -0.820 0.009 -0.055 -0.001
H -2.749 -3.015 -2.473 -0.045 -0.081 0.018
H -4.069 -1.341 -3.135 0.018 -0.002 0.012
H -4.285 0.072 -2.074 -0.027 0.032 0.019
H -5.006 -1.498 -1.635 0.020 0.010 0.027
F -1.665 6.030 4.341 -0.002 0.066 0.069
C -1.773 4.975 3.555 -0.046 -0.083 -0.053
C -2.849 4.114 3.676 0.053 -0.048 -0.072
F -3.791 4.344 4.576 -0.041 0.066 0.088
C -2.949 3.014 2.840 0.169 0.050 -0.119
F -4.048 2.274 2.987 0.003 -0.185 -0.012
C -1.987 2.710 1.878 0.044 -0.141 0.045
P -2.119 1.225 0.748 -0.363 0.666 0.359
C -2.805 -0.010 1.909 0.111 -0.042 -0.087
C -2.100 -0.200 3.100 0.002 0.072 -0.076
C -2.519 -1.143 4.023 -0.002 -0.046 0.051
C -3.634 -1.927 3.758 0.029 -0.016 0.022
C -4.306 -1.780 2.555 -0.025 -0.043 -0.020
C -3.890 -0.834 1.628 -0.002 0.042 -0.038
C -3.476 1.955 -0.258 0.152 -0.372 -0.119
C -3.056 2.661 -1.386 -0.024 -0.073 0.007
C -3.974 3.315 -2.193 -0.008 0.032 -0.031
C -5.326 3.257 -1.888 -0.003 -0.003 -0.008
C -5.750 2.559 -0.766 -0.031 -0.022 0.019
C -4.833 1.914 0.051 -0.008 0.009 0.030
C -0.939 3.624 1.750 -0.130 -0.143 0.110
Br 0.360 3.468 0.390 0.200 -0.078 -0.120
C -0.826 4.728 2.579 0.163 -0.063 -0.192
F 0.192 5.571 2.442 -0.013 0.082 0.060
H -1.230 0.412 3.319 -0.024 0.031 0.052
H -1.983 -1.259 4.956 0.011 -0.004 -0.013
H -3.974 -2.650 4.487 0.008 -0.007 -0.010
H -5.168 -2.399 2.339 0.004 0.010 -0.004
H -4.416 -0.733 0.690 -0.040 0.002 -0.005
H -2.000 2.715 -1.620 0.007 -0.012 -0.003
H -3.634 3.873 -3.056 -0.002 -0.014 -0.003
H -6.048 3.759 -2.518 0.009 0.006 0.003
H -6.802 2.522 -0.517 0.004 0.000 -0.005
H -5.183 1.395 0.932 0.014 -0.010 0.025
C 4.017 2.922 2.026 0.026 -0.220 0.084
Si 3.554 1.109 2.341 -0.059 -0.007 0.163
C 4.769 0.325 3.560 -0.136 0.101 -0.185
C 1.839 1.124 3.182 0.092 0.120 -0.205
N 3.346 0.147 0.926 -0.347 -0.056 -0.218
C 4.427 -0.440 0.303 -0.082 0.042 0.118
C 5.733 0.088 0.356 -0.025 -0.092 -0.086
C 6.826 -0.570 -0.173 0.077 0.039 0.003
C 6.668 -1.801 -0.789 0.018 0.019 0.007
C 5.393 -2.329 -0.910 -0.162 -0.152 0.039
C 4.294 -1.647 -0.410 0.585 0.160 -0.066
O 2.982 -2.169 -0.573 0.164 0.111 0.040
C 2.803 -3.005 -1.663 -0.093 -0.249 -0.279
C 2.198 -4.234 -1.459 0.005 0.093 0.185
C 1.957 -5.071 -2.541 -0.012 0.011 -0.036
C 2.336 -4.688 -3.819 -0.035 -0.051 -0.028
C 2.951 -3.458 -4.017 -0.027 -0.042 0.013
C 3.178 -2.611 -2.944 0.062 0.151 0.098
H 4.548 3.342 2.883 -0.014 0.018 -0.003
H 3.135 3.543 1.855 -0.017 -0.039 -0.021
H 4.665 3.030 1.154 0.012 -0.015 0.014
H 5.142 1.052 4.284 -0.026 0.010 0.001
H 5.629 -0.101 3.041 0.020 0.016 0.028
H 4.291 -0.485 4.116 -0.034 -0.004 -0.027
H 1.962 1.170 4.266 -0.051 0.001 0.017
H 1.269 0.210 2.970 0.015 -0.038 0.085
H 1.239 1.990 2.886 -0.033 -0.043 0.011
H 5.871 1.049 0.837 0.017 -0.015 0.015
H 7.809 -0.122 -0.100 -0.017 -0.003 0.020
H 7.519 -2.345 -1.175 -0.021 -0.004 -0.023
H 5.261 -3.287 -1.395 -0.024 -0.001 -0.010
H 1.940 -4.535 -0.450 0.006 0.012 -0.009
H 1.495 -6.036 -2.378 0.003 0.002 0.004
H 2.167 -5.356 -4.653 0.006 0.028 -0.012
H 3.254 -3.156 -5.011 0.019 0.007 0.008
H 3.670 -1.656 -3.084 0.009 -0.016 -0.007



98
Properties=species:S:1:pos:R:3:forces:R:3 method="wB97M-V/def2-TZVPD" e_tot_ha=-5665.297063 relative_energy_ev=0.291 spin_multiplicity=1 homo_lumo_gap_ha=0.27105 charge=-1 homo_ev=-4.892 largest_force_ev_per_a=0.80
Sc -0.366 0.721 0.372 0.290 0.590 -0.456
S 0.120 -0.046 2.915 -0.036 0.059 0.126
P 0.128 -1.774 1.867 0.001 0.034 0.087
C -0.709 -1.559 0.413 -0.263 -0.233 -0.104
P -2.400 -1.408 0.456 0.061 0.032 0.090
S -3.004 0.531 0.335 -0.011 -0.052 0.206
C -3.256 -2.077 1.932 -0.049 -0.028 -0.094
C -3.457 -1.257 3.038 0.012 0.055 -0.003
C -4.050 -1.762 4.184 -0.020 -0.022 0.032
C -4.447 -3.091 4.238 -0.001 0.005 -0.019
C -4.250 -3.914 3.139 -0.017 0.032 0.013
C -3.660 -3.407 1.990 0.005 -0.029 -0.027
C -3.166 -2.338 -0.917 0.131 0.015 0.030
C -2.517 -3.470 -1.394 0.034 -0.057 -0.022
C -3.058 -4.206 -2.438 -0.017 -0.024 -0.043
C -4.260 -3.811 -3.009 -0.003 0.005 0.013
C -4.917 -2.684 -2.530 -0.012 -0.006 -0.019
C -4.372 -1.949 -1.489 -0.001 0.063 0.029
C 1.856 -2.289 1.595 0.038 0.041 0.063
C 2.129 -3.397 0.801 -0.021 0.023 -0.006
C 3.427 -3.860 0.661 -0.018 -0.023 -0.047
C 4.467 -3.208 1.304 0.035 0.027 0.028
C 4.205 -2.088 2.081 0.020 -0.026 -0.022
C 2.904 -1.632 2.231 -0.024 -0.001 -0.045
C -0.449 -3.158 2.927 0.017 -0.010 -0.022
C -0.680 -2.985 4.284 0.020 0.006 -0.020
C -1.060 -4.063 5.073 0.000 -0.017 0.023
C -1.206 -5.321 4.513 0.009 -0.022 -0.022
C -0.988 -5.500 3.151 0.018 -0.010 0.033
C -0.617 -4.423 2.365 -0.003 -0.007 0.012
H -3.142 -0.222 2.995 -0.001 -0.007 -0.007
H -4.196 -1.114 5.040 -0.005 -0.007 0.005
H -4.906 -3.486 5.136 0.000 -0.001 0.002
H -4.549 -4.955 3.174 -0.002 -0.001 0.008
H -3.508 -4.056 1.136 -0.008 0.005 0.009
H -1.573 -3.763 -0.948 0.022 0.033 -0.008
H -2.531 -5.075 -2.812 -0.005 0.009 0.001
H -4.681 -4.375 -3.832 0.003 0.001 -0.003
H -5.852 -2.371 -2.980 -0.002 0.000 0.001
H -4.864 -1.055 -1.123 -0.013 -0.008 -0.015
H 1.326 -3.885 0.266 -0.008 -0.040 -0.026
H 3.625 -4.714 0.025 -0.006 0.001 -0.001
H 5.485 -3.560 1.185 -0.001 0.003 0.003
H 5.018 -1.558 2.563 -0.003 0.000 0.003
H 2.692 -0.749 2.818 0.000 -0.004 -0.001
H -0.567 -1.996 4.713 -0.003 0.002 0.010
H -1.246 -3.915 6.130 0.000 0.001 -0.001
H -1.501 -6.161 5.130 -0.002 0.000 0.000
H -1.114 -6.477 2.702 -0.002 -0.004 0.000
H -0.472 -4.562 1.300 0.001 0.002 -0.009
C 2.028 4.131 2.855 -0.206 0.143 -0.009
N 0.945 4.404 1.897 0.165 -0.100 0.180
C 1.304 5.213 0.727 -0.078 -0.105 0.040
C 0.031 3.477 1.764 0.036 0.158 -0.046
N -0.818 2.690 1.686 -0.083 -0.233 -0.124
H 2.873 3.694 2.328 0.079 -0.056 -0.006
H 1.669 3.444 3.618 -0.002 -0.057 -0.063
H 2.304 5.067 3.346 0.049 0.000 -0.094
H 2.138 4.741 0.207 0.008 0.055 0.006
H 1.564 6.209 1.084 0.016 0.065 -0.067
H 0.453 5.262 0.051 0.020 0.032 0.048
O 0.648 2.399 -0.757 0.302 -0.234 0.186
S 2.046 1.794 -0.645 -0.322 0.188 0.187
O 2.900 2.618 0.200 -0.130 -0.044 0.063
O 1.701 0.484 0.060 -0.067 -0.071 -0.099
O 2.627 1.537 -1.947 -0.121 -0.065 -0.170
C 3.972 0.844 -4.516 -0.066 -0.008 -0.025
C 2.553 0.964 -5.052 0.052 -0.054 0.063
N 2.015 -0.311 -5.529 0.006 0.021 -0.091
C 2.775 -1.038 -6.546 0.028 0.003 0.058
C 3.450 -2.289 -6.001 -0.059 0.008 -0.023
C 0.753 -0.738 -5.318 -0.066 0.083 -0.157
O 0.298 -1.725 -5.897 0.037 -0.026 0.095
C -0.183 0.014 -4.408 0.113 -0.093 0.152
C -1.392 0.424 -4.949 -0.014 -0.022 -0.112
C -2.348 0.960 -4.114 0.004 0.001 0.075
C -2.099 0.980 -2.750 0.001 -0.034 0.104
N -0.959 0.556 -2.203 0.159 0.096 -0.217
C 0.003 0.135 -3.036 -0.075 -0.012 0.169
H 4.282 1.811 -4.126 0.010 0.017 0.019
H 4.679 0.534 -5.288 0.010 -0.016 -0.001
H 4.003 0.141 -3.686 -0.003 -0.015 0.017
H 2.520 1.688 -5.876 0.004 -0.014 0.007
H 1.922 1.333 -4.250 -0.025 0.050 0.016
H 3.516 -0.349 -6.951 0.012 0.033 0.003
H 2.092 -1.310 -7.351 -0.011 -0.001 0.007
H 4.129 -2.041 -5.187 0.029 -0.005 0.030
H 4.014 -2.792 -6.791 0.001 0.022 -0.001
H 2.700 -2.982 -5.623 0.004 0.006 0.018
H -1.573 0.304 -6.010 0.007 -0.006 -0.009
H -3.292 1.320 -4.499 -0.017 -0.004 0.029
H -2.852 1.316 -2.053 -0.015 0.027 -0.026
H 0.948 -0.121 -2.577 0.021 -0.044 0.010
Cl 0.876 -4.692 -2.424 -0.004 -0.069 0.019
C 0.862 -2.913 -2.537 0.066 0.048 0.067
Cl 2.477 -2.223 -2.326 0.045 -0.079 -0.140
H 0.240 -2.525 -1.730 -0.052 0.015 0.011
H 0.495 -2.662 -3.527 -0.027 -0.011 0.020